[1]
The following is a quantum chemistry calculation of a structure of composition FFeH12O6 in a non-equilibrium geometry, from the Open Molecules 2025 dataset.

Strongest force on any atom = 3.0 eV Å⁻¹
<S²> = 6.0150
HOMO (spin up / spin down) = -0.497 / -0.480 Ha
Orbital gap (spin up / spin down) = 8.1 / 6.9 eV
E_LUMO (spin up / spin down) = -5.393 / -6.224 eV
ΔE to the lowest compared entry with this formula, charge and spin = 530.3 kJ/mol
Total charge = +1
2S+1 = 5
Energy = -49575.0430 eV

Geometry as XYZ:
```
20
Properties=species:S:1:pos:R:3:forces:R:3:mulliken_charge:R:1
Fe 0.0468 -0.0356 -0.4966 -2.3 0.4 0.1 1.4411
F -2.6616 0.4771 -0.7075 3.0 -0.5 0.4 -0.6607
O -0.4830 -2.3603 1.0483 0.5 0.7 -0.6 -0.5442
H -1.3226 -2.6789 1.3795 -0.5 0.2 0.0 0.3049
H 0.1603 -2.9837 1.3859 0.3 -0.2 0.1 0.2908
O -3.0172 0.4482 3.1142 0.3 -0.2 0.2 -0.6369
H -3.0656 1.3364 3.4679 -0.2 0.2 0.2 0.3013
H -2.9184 0.5710 2.1700 -0.2 0.0 -0.5 0.3299
O 0.5405 2.4590 -1.9978 0.1 -1.0 0.3 -0.5694
H 0.5834 3.4114 -1.9126 -0.1 0.3 0.3 0.2948
H 0.9180 2.2778 -2.8585 0.0 0.0 -0.3 0.3107
O 0.0714 -1.7717 -2.8767 0.2 0.5 0.9 -0.5720
H -0.0369 -1.6460 -3.8194 -0.2 0.2 -0.3 0.2995
H 0.5441 -2.6003 -2.7978 0.1 -0.3 0.1 0.3180
O 0.3627 1.3906 1.9449 0.2 -0.5 -1.0 -0.5623
H 0.8161 1.0324 2.7080 0.2 -0.2 0.2 0.3123
H -0.2486 2.0315 2.3079 -0.4 0.2 -0.1 0.2957
O 2.8579 -0.4325 -0.5945 -1.1 0.2 0.0 -0.5534
H 3.3188 0.0404 -1.2874 0.1 0.3 -0.3 0.3102
H 3.5340 -0.9668 -0.1778 0.1 -0.3 0.3 0.2898
```
Forces are in eV/Å.

[2]
The following is a quantum chemistry calculation of a cluster of 2 separate species, FH2IP2 in total in a non-equilibrium geometry, from the Open Molecules 2025 dataset.

Strongest force on any atom = 2.5 eV Å⁻¹
HOMO (spin up / spin down) = -0.317 / -0.341 Ha
Orbital gap (spin up / spin down) = 7.6 / 7.7 eV
E_LUMO (spin up / spin down) = -1.058 / -1.618 eV
ΔE to the lowest compared entry with this formula, charge and spin = 292.6 kJ/mol
Total charge = 0
Energy = -29425.5177 eV

Geometry as XYZ:
```
6
Properties=species:S:1:pos:R:3:forces:R:3:mulliken_charge:R:1
F -1.4067 0.8450 -1.7023 0.6 -0.7 0.2 -0.2794
P -0.0520 -0.0530 -1.4440 -0.8 0.3 -1.0 0.2372
P -0.3999 -0.9364 0.4791 -1.3 -0.1 2.1 -0.0784
I 1.8960 -1.2492 1.0491 0.4 -0.1 -0.3 0.0329
H 0.6364 0.9277 -0.8097 1.0 1.2 0.2 0.0805
H -0.6738 0.4659 2.4278 0.1 -0.6 -1.3 0.0072
```
Forces are in eV/Å.

[3]
The following is a quantum chemistry calculation of a cluster of 2 separate species, FH2O2P in total in a non-equilibrium geometry, from the Open Molecules 2025 dataset.

Strongest force on any atom = 3.8 eV Å⁻¹
HOMO = -0.422 Ha
Orbital gap = 10.6 eV
E_LUMO = -0.920 eV
ΔE to the lowest compared entry with this formula, charge and spin = 185.9 kJ/mol
Total charge = 0
Energy = -16133.9227 eV

Geometry as XYZ:
```
6
Properties=species:S:1:pos:R:3:forces:R:3:mulliken_charge:R:1
O -1.0795 0.2998 -0.9578 1.8 -1.4 1.0 -0.4297
O 1.4631 0.2615 -0.3801 -0.6 -1.3 -1.6 -0.3468
F -0.3385 -0.7779 1.5598 1.0 0.4 -3.7 -0.6065
P 0.2087 -0.7112 -0.5906 -2.1 0.7 1.9 0.6665
H -1.5804 0.3785 -0.1277 -0.2 0.2 0.0 0.3651
H 1.3266 0.5492 0.4963 0.2 1.4 2.4 0.3513
```
Forces are in eV/Å.

[4]
The following is a quantum chemistry calculation of an isolated molecule of FH3N2O2S in a non-equilibrium geometry, from the Open Molecules 2025 dataset.

Strongest force on any atom = 4.2 eV Å⁻¹
SMILES string = NNS(=O)(=O)F
HOMO = -0.411 Ha
Orbital gap = 11.8 eV
E_LUMO = 0.612 eV
ΔE to the lowest compared entry with this formula, charge and spin = 42.3 kJ/mol
Total charge = 0
Energy = -20674.7146 eV

Geometry as XYZ:
```
9
Properties=species:S:1:pos:R:3:forces:R:3:mulliken_charge:R:1
N -0.8448 -0.1060 -0.2128 -1.3 3.0 2.2 -0.6021
N 0.4610 -0.4646 -0.2629 2.7 0.8 -1.5 -0.1675
S 1.2329 0.6028 -1.3157 2.6 0.2 -0.7 1.2136
O 2.5590 0.9012 -0.8060 -2.1 -0.3 -0.7 -0.5602
O 0.2906 1.6069 -1.7678 1.4 -1.1 0.4 -0.5875
F 1.5234 -0.2873 -2.6376 -0.6 0.6 1.4 -0.2364
H -0.9160 0.8686 -0.6059 -0.2 -0.7 1.4 0.3679
H -1.2757 -0.5487 -0.9262 -2.0 -2.7 -2.5 0.2683
H 0.9998 -0.4844 0.6068 -0.5 0.2 -0.2 0.3039
```
Forces are in eV/Å.

[5]
The following is a quantum chemistry calculation of an isolated molecule of FH3OP2 in a non-equilibrium geometry, from the Open Molecules 2025 dataset.

Strongest force on any atom = 2.7 eV Å⁻¹
SMILES string = OP(F)#[PH2]
HOMO = -0.341 Ha
Orbital gap = 10.0 eV
E_LUMO = 0.683 eV
ΔE to the lowest compared entry with this formula, charge and spin = 9.7 kJ/mol
Total charge = 0
Energy = -23391.6614 eV

Geometry as XYZ:
```
7
Properties=species:S:1:pos:R:3:forces:R:3:mulliken_charge:R:1
O -0.1997 -0.0922 -1.9908 0.1 1.1 0.9 -0.4459
P -0.4047 0.8460 -0.6273 -0.9 1.5 -1.8 0.3822
F 0.6738 2.1096 -0.8016 -0.7 -1.0 -0.2 -0.2877
P 0.7847 -0.2468 0.6958 2.2 0.8 1.5 -0.1624
H 0.7483 -0.2157 -2.0624 0.5 -0.5 -0.5 0.3231
H -0.1860 -1.1564 0.6132 -1.5 -1.7 0.2 0.0933
H 0.1326 0.4861 1.7443 0.3 -0.4 0.0 0.0975
```
Forces are in eV/Å.

[6]
The following is a quantum chemistry calculation of a cluster of 2 separate species, FH3OP2 in total in a non-equilibrium geometry, from the Open Molecules 2025 dataset.

Strongest force on any atom = 2.4 eV Å⁻¹
HOMO (spin up / spin down) = -0.330 / -0.308 Ha
Orbital gap (spin up / spin down) = 8.2 / 7.7 eV
E_LUMO (spin up / spin down) = -0.735 / -0.640 eV
ΔE to the lowest compared entry with this formula, charge and spin = 302.2 kJ/mol
Total charge = 0
Energy = -23388.6303 eV

Geometry as XYZ:
```
7
Properties=species:S:1:pos:R:3:forces:R:3:mulliken_charge:R:1
O -0.9473 0.1637 1.3834 0.4 -0.2 0.1 -0.4279
F 1.2633 -0.6883 -1.9083 0.1 0.3 0.3 -0.2743
P -0.8427 0.2131 -0.2457 0.3 2.4 -0.3 0.1579
P 1.1751 -0.5548 -0.2813 1.0 -0.6 -0.6 0.2351
H -1.7726 0.4870 1.7437 -0.3 0.1 0.0 0.3253
H 0.3070 2.2969 -0.5606 -1.2 -2.0 0.2 -0.0657
H 0.8172 -1.9175 -0.1312 -0.2 -0.1 0.3 0.0495
```
Forces are in eV/Å.

[7]
The following is a quantum chemistry calculation of a cluster of 2 separate species, FH3OSi in total in a non-equilibrium geometry, from the Open Molecules 2025 dataset.

Strongest force on any atom = 2.1 eV Å⁻¹
HOMO (spin up / spin down) = -0.395 / -0.290 Ha
Orbital gap (spin up / spin down) = 9.4 / 5.7 eV
E_LUMO (spin up / spin down) = -1.360 / -2.144 eV
ΔE to the lowest compared entry with this formula, charge and spin = 1002.6 kJ/mol
Total charge = 0
Energy = -12683.4610 eV

Geometry as XYZ:
```
6
Properties=species:S:1:pos:R:3:forces:R:3:mulliken_charge:R:1
O 0.4061 0.5163 -1.9567 0.0 -0.3 0.7 -0.2121
F -0.1834 1.7364 -1.6993 0.0 -0.1 0.1 -0.0882
Si 0.0193 -0.5607 0.9041 -0.5 0.7 -1.9 0.2975
H 0.6063 -1.5505 1.8522 0.0 0.5 -0.2 -0.0195
H 0.3159 0.9489 0.8154 -0.3 -1.3 0.5 0.0164
H -1.1642 -1.0904 0.0842 0.8 0.5 0.8 0.0060
```
Forces are in eV/Å.

[8]
The following is a quantum chemistry calculation of an isolated molecule of FH3P2S in a non-equilibrium geometry, from the Open Molecules 2025 dataset.

Strongest force on any atom = 3.1 eV Å⁻¹
SMILES string = F[P@@H](P)=S
HOMO = -0.335 Ha
Orbital gap = 9.0 eV
E_LUMO = -0.070 eV
ΔE to the lowest compared entry with this formula, charge and spin = 32.7 kJ/mol
Total charge = 0
Energy = -32178.8939 eV

Geometry as XYZ:
```
7
Properties=species:S:1:pos:R:3:forces:R:3:mulliken_charge:R:1
F -0.2220 -0.6641 1.7127 0.2 0.8 -1.3 -0.2869
P -0.7239 -0.1162 0.2216 0.7 -2.9 1.0 0.3935
P 1.0976 1.1019 -0.2156 0.7 -2.3 1.9 -0.1236
S -1.1227 -1.7120 -0.8310 0.0 1.4 0.2 -0.3208
H -1.7741 0.5038 0.8647 -0.5 0.9 -0.5 0.0845
H 1.0761 1.2620 -1.5775 -0.4 -0.4 -1.0 0.1127
H 1.6690 -0.3754 -0.1749 -0.6 2.4 -0.3 0.1406
```
Forces are in eV/Å.

[9]
The following is a quantum chemistry calculation of a structure of composition FH3P2S2 in a non-equilibrium geometry, from the Open Molecules 2025 dataset.

Strongest force on any atom = 2.4 eV Å⁻¹
HOMO (spin up / spin down) = -0.279 / -0.279 Ha
Orbital gap (spin up / spin down) = 6.7 / 6.7 eV
E_LUMO (spin up / spin down) = -0.911 / -0.911 eV
ΔE to the lowest compared entry with this formula, charge and spin = 197.8 kJ/mol
Total charge = 0
Energy = -43013.3146 eV

Geometry as XYZ:
```
8
Properties=species:S:1:pos:R:3:forces:R:3:mulliken_charge:R:1
F 1.7251 -1.8271 -0.8853 0.2 1.0 0.6 -0.2605
P -0.8610 0.0620 -0.4039 0.2 -0.3 -0.9 0.1141
P 1.6587 -0.8175 0.4082 -2.0 -1.4 -0.3 0.2637
S -2.8819 0.1777 0.2727 0.0 -1.4 0.0 -0.3022
S 2.4657 0.9533 -0.2766 0.0 0.2 -0.3 -0.1923
H -2.9939 1.2450 1.0233 0.5 0.9 0.4 0.1344
H -1.4136 -1.0972 -1.1516 0.9 0.8 0.6 0.0469
H 2.3007 1.3039 1.0134 0.2 0.3 -0.1 0.1961
```
Forces are in eV/Å.

[10]
The following is a quantum chemistry calculation of a cluster of 2 separate species, FH4N2PS in total in a non-equilibrium geometry, from the Open Molecules 2025 dataset.

Strongest force on any atom = 3.4 eV Å⁻¹
HOMO = -0.344 Ha
Orbital gap = 8.4 eV
E_LUMO = -0.988 eV
ΔE to the lowest compared entry with this formula, charge and spin = 258.9 kJ/mol
Total charge = 0
Energy = -25886.5308 eV

Geometry as XYZ:
```
9
Properties=species:S:1:pos:R:3:forces:R:3:mulliken_charge:R:1
N -1.3587 0.9216 0.8749 3.1 -0.6 -1.2 -0.6557
N 0.1136 -1.1559 -1.1480 1.0 1.2 1.0 -0.4670
F 1.3497 -0.8552 1.0392 -1.1 0.1 -0.2 -0.2366
P 0.7281 0.0235 -0.1330 -0.6 0.5 1.0 0.6233
S 2.1688 1.0624 -0.8526 -1.0 0.4 0.1 -0.3122
H -1.1932 0.6446 1.8555 0.1 0.2 -0.4 0.2432
H -1.0899 1.9301 0.8220 -0.1 -0.9 0.2 0.2538
H -0.2997 -1.8843 -0.5925 -0.8 -0.3 -0.4 0.2719
H -0.4188 -0.6867 -1.8655 -0.5 -0.6 -0.2 0.2793
```
Forces are in eV/Å.

[11]
The following is a quantum chemistry calculation of an isolated molecule of FH5N3P in a non-equilibrium geometry, from the Open Molecules 2025 dataset.

Strongest force on any atom = 3.8 eV Å⁻¹
SMILES string = N=P(N)(N)F
HOMO = -0.341 Ha
Orbital gap = 9.9 eV
E_LUMO = 0.666 eV
ΔE to the lowest compared entry with this formula, charge and spin = 30.5 kJ/mol
Total charge = 0
Energy = -16559.0041 eV

Geometry as XYZ:
```
10
Properties=species:S:1:pos:R:3:forces:R:3:mulliken_charge:R:1
N -1.4238 0.9053 -0.2595 -0.9 -3.5 1.4 -0.7321
P -0.2706 0.0670 0.4702 -2.3 0.2 0.6 1.0504
N 1.0038 1.0471 0.4720 0.9 -0.6 0.1 -0.5560
N 0.1123 -1.3768 -0.2891 -0.5 1.5 1.1 -0.5008
F -0.4948 -0.3275 2.1860 0.7 0.5 -3.4 -0.4253
H -2.2707 0.2100 -0.3001 1.6 1.9 -0.1 0.1904
H 1.6278 1.0053 1.2331 0.8 0.0 0.9 0.2479
H 0.7392 1.9668 0.2329 -0.3 1.1 -0.3 0.2726
H 0.9274 -1.9503 -0.0496 -1.1 0.0 -0.3 0.2297
H -0.7771 -1.6519 -0.7151 1.1 -1.0 0.0 0.2232
```
Forces are in eV/Å.

[12]
The following is a quantum chemistry calculation of a cluster of 2 separate species, FHI2OP in total in a non-equilibrium geometry, from the Open Molecules 2025 dataset.

Strongest force on any atom = 2.6 eV Å⁻¹
HOMO = -0.565 Ha
Orbital gap = 7.8 eV
E_LUMO = -7.576 eV
ΔE to the lowest compared entry with this formula, charge and spin = 206.6 kJ/mol
Total charge = +1
Energy = -30263.5061 eV

Geometry as XYZ:
```
6
Properties=species:S:1:pos:R:3:forces:R:3:mulliken_charge:R:1
O -0.7128 1.3088 -0.8261 -0.9 0.5 -0.2 -0.3280
F -0.8379 -0.6189 2.5744 -1.7 -1.2 1.5 -0.4133
P 0.3776 0.6350 -1.4676 1.6 -1.2 0.5 0.5263
I 0.2224 -1.0116 -3.1567 0.0 0.7 0.5 0.4116
I 2.4477 0.7303 -0.2867 -0.7 0.0 -0.7 0.3869
H -1.4971 -1.0436 3.1627 1.8 1.2 -1.6 0.4165
```
Forces are in eV/Å.